Version one
16
Properties=species:S:1:pos:R:3:mulliken_charge:R:1 method="wB97M-V/def2-TZVPD" orbital_gap_ev=9.736 total_charge=0
C -0.939 1.119 -0.380 -0.380
C 0.461 1.124 1.376 -0.709
C -0.251 -1.415 -1.348 -0.795
N 0.198 1.685 0.066 -0.284
N -0.578 -0.804 -0.060 -0.322
O 1.906 -1.102 0.438 -0.608
O 0.160 -1.359 2.160 -0.663
S 0.636 -0.684 0.992 1.050
H -1.839 1.223 0.358 0.251
H -1.073 1.073 -1.452 0.383
H 1.373 1.451 1.857 0.413
H -0.600 0.955 1.767 0.408
H -0.991 -1.278 -2.215 0.294
H 0.638 -0.985 -1.816 0.364
H -0.181 -2.598 -1.175 0.252
H 1.081 1.595 -0.570 0.347

Version two
16
Properties=species:S:1:pos:R:3:mulliken_charge:R:1 method="wB97M-V/def2-TZVPD" orbital_gap_ev=9.474 total_charge=0
C 0.405 -0.861 -0.098 0.341
C 0.389 1.687 -0.167 -1.829
C -0.150 0.318 -0.608 0.448
N -0.147 -1.962 -0.151 -0.591
N 1.507 -0.634 0.704 -0.391
O -2.432 -1.022 -0.398 -0.508
O -1.827 0.769 1.270 -0.534
S -1.954 0.454 -0.115 0.528
H 1.368 1.977 -0.602 0.474
H -0.272 2.439 -0.586 0.472
H 0.442 1.970 0.937 0.397
H -0.012 0.384 -1.811 0.211
H -1.616 -1.705 -0.410 0.424
H 0.327 -2.627 0.458 0.170
H 1.900 0.244 0.687 0.162
H 2.073 -1.431 0.889 0.225

It is version one that is the least stable of them.